i | Below is an isolated molecule of C4H7ClN2, with properties calculated with wB97M-V/def2-TZVPD.

**Frontier orbital gap**: 9.13 eV
**HOMO energy**: -8.5 eV
**SMILES**: C/N=C\N/C=C/Cl
**2S+1**: 1
**Lowest unoccupied orbital energy**: 0.58 eV

Cartesian coordinates (Å):
C1 0.76375 1.43566 0.30153
N1 1.53347 0.59548 -0.62902
C2 1.29818 -0.68204 -0.53848
N2 0.27760 -1.39435 0.15758
C3 -0.91416 -0.83638 0.35045
C4 -1.52781 -0.12946 -0.60045
Cl1 -3.16505 0.14442 -0.23714
H1 0.60725 0.87720 1.18847
H2 -0.25947 1.79420 -0.01856
H3 1.11646 2.54649 0.65894
H4 2.13365 -1.35873 -1.06614
H5 0.55658 -2.42228 0.32579
H6 -1.28566 -0.78994 1.60346
H7 -1.13480 0.21973 -1.49642

---

ii | Below is an isolated molecule of C4H7ClN2, with properties calculated with wB97M-V/def2-TZVPD.

**Frontier orbital gap**: 8.20 eV
**HOMO energy**: -7.5 eV
**2S+1**: 1
**Lowest unoccupied orbital energy**: 0.70 eV

Cartesian coordinates (Å):
C1 -0.64462 -0.85933 -1.24105
C2 -0.22917 -0.80671 0.21088
C3 -0.97737 0.07090 -2.15619
C4 0.93714 0.20220 1.99368
N1 0.20787 1.38052 -0.04330
N2 0.27319 0.36896 0.64112
Cl1 -1.23458 -0.40625 -3.86597
H1 -0.64847 -1.88798 -1.65221
H2 -0.14587 -1.79721 0.75240
H3 -1.25974 1.08461 -2.00830
H4 1.22063 1.15224 2.51734
H5 0.31518 -0.24784 2.60202
H6 1.76392 -0.49868 1.79102
H7 0.42189 2.24458 0.45857

---

Stability, descending: i, ii

---

i | Below is a cluster of 2 separate species, CH2N2O in total, with properties calculated with wB97M-V/def2-TZVPD.

**Frontier orbital gap (alpha / beta)**: 9.21 / 8.34 eV
**HOMO energy (alpha / beta)**: -9.3 / -8.9 eV
**2S+1**: 1
**Lowest unoccupied orbital energy (alpha / beta)**: -0.12 / -0.55 eV

Cartesian coordinates (Å):
C1 0.38725 0.73903 -0.35604
N1 0.55470 -0.25378 -1.03710
N2 -0.78573 -1.68020 0.27390
O1 -0.89050 -1.01251 1.20760
H1 1.12580 1.43984 -0.57314
H2 -0.39153 0.76761 0.48478

---

ii | Below is an isolated molecule of CH2N2O, with properties calculated with wB97M-V/def2-TZVPD.

**Frontier orbital gap (alpha / beta)**: 8.99 / 8.99 eV
**HOMO energy (alpha / beta)**: -9.3 / -9.3 eV
**SMILES**: C=NN=O
**2S+1**: 1
**Lowest unoccupied orbital energy (alpha / beta)**: -0.32 / -0.32 eV

Cartesian coordinates (Å):
C1 0.43160 -0.20390 -0.23531
N1 1.30312 -0.74028 0.48519
N2 2.74552 0.13643 0.51781
O1 3.39270 0.13617 -0.46459
H1 -0.56456 -0.55921 -0.35661
H2 0.46809 0.64134 -0.79958

---

iii | Below is a cluster of 2 separate species, CH2N2O in total, with properties calculated with wB97M-V/def2-TZVPD.

**Frontier orbital gap (alpha / beta)**: 8.22 / 8.22 eV
**HOMO energy (alpha / beta)**: -8.7 / -8.7 eV
**2S+1**: 1
**Lowest unoccupied orbital energy (alpha / beta)**: -0.50 / -0.50 eV

Cartesian coordinates (Å):
C1 -0.86683 -0.15706 0.02712
N1 0.02780 -0.99634 -0.14182
N2 1.77057 -0.16869 -0.05567
O1 1.49042 0.92444 -0.01011
H1 -1.83412 -0.50267 -0.22409
H2 -0.58785 0.90032 0.40457

---

Stability, descending: ii, iii, i